No. 1
The following is a DFT calculation (ωB97M-V with the def2-TZVPD basis set) of a molecular structure, C23H15Cl2N2O5S3W.

The geometry in ORCA input format:
```
! RIJCOSX wB97M-V def2-TZVPD def2/J DEFGRID3
* xyz 1 1
W -0.7990 0.1653 -0.2350
C -0.3901 -0.8240 -4.2387
O 0.9237 -0.3409 -4.5387
C 1.5944 0.4714 -3.7069
C 2.7221 1.0982 -4.2605
C 3.5198 1.9579 -3.5359
C 3.2161 2.2406 -2.2096
C 2.1138 1.6305 -1.6268
C 1.7898 1.9514 -0.2565
N 0.7639 1.5377 0.4002
N 0.6593 2.0284 1.7051
C -0.3631 1.5036 2.2761
O -1.0956 0.5922 1.6066
C -0.8549 1.8767 3.6015
C -0.1824 2.8553 4.3336
C -0.6450 3.2040 5.5881
C -1.7748 2.5836 6.1102
C -2.4472 1.6153 5.3784
C -1.9889 1.2576 4.1210
C 1.3238 0.7403 -2.3678
O 0.2907 0.1167 -1.7361
H -0.7260 -1.3012 -5.1540
H -1.0582 0.0012 -3.9869
H -0.3685 -1.5547 -3.4310
H 2.9393 0.8743 -5.2966
H 4.3749 2.4177 -4.0094
H 3.8225 2.9281 -1.6362
H 2.4514 2.6228 0.2839
H 0.6912 3.3375 3.9176
H -0.1298 3.9611 6.1627
H -2.1325 2.8609 7.0929
H -3.3284 1.1405 5.7867
H -2.5110 0.5082 3.5429
Cl 0.9872 -7.0188 -1.0685
C 0.3399 -5.4268 -0.9280
C -0.8567 -5.1172 -1.5767
C -1.4108 -3.8541 -1.4834
Cl -2.8846 -3.4936 -2.2846
C -0.7653 -2.8643 -0.7320
O -1.3284 -1.6651 -0.6314
C 0.4372 -3.1889 -0.0904
C 1.1014 -2.2069 0.7149
O 0.7720 -1.0185 0.8280
C 0.9906 -4.4746 -0.1790
H -1.3645 -5.8747 -2.1580
H 1.9706 -2.5346 1.2951
H 1.9131 -4.7128 0.3328
S -4.3726 2.8984 0.0620
C -3.1983 1.9308 -0.4249
S -1.5531 2.3784 -0.8405
S -3.1787 0.1848 -0.5164
*
```

The calculation puts the relative energy (zero: lowest compared OMol25 entry of this formula, charge and spin) at 0.000 eV. For the max |F|, the calculation gives 0.52 eV/A. The value obtained for the LUMO energy is -0.1818 hartree. Its HOMO energy is -11.32 eV. For the frontier orbital gap, the calculation gives 6.377 eV. The energy comes out at -3553.06826 hartree.

---

No. 2
The following is a DFT calculation (ωB97M-V with the def2-TZVPD basis set) of a molecular structure, C23H15ClMnN8O4S3.

The geometry in ORCA input format:
```
! RIJCOSX wB97M-V def2-TZVPD def2/J DEFGRID3
* xyz -2 2
Mn 0.4970 -0.0450 -0.2015
C -0.7695 1.0122 3.7342
C -0.6207 0.5510 2.3191
N 0.5140 0.3529 1.7147
N 1.6497 0.5496 2.4319
C 2.7374 0.2581 1.7487
N 3.9070 0.5603 2.3446
S 2.7876 -0.5101 0.1989
C -1.7845 0.3183 1.4757
C -3.1014 0.5217 1.8949
C -4.1318 0.2880 1.0139
C -3.8434 -0.1402 -0.2813
C -2.5194 -0.3047 -0.6283
N -1.5190 -0.0945 0.2249
H 0.2100 1.2321 4.1461
H -1.2560 0.2448 4.3459
H -1.3784 1.9195 3.7617
H 3.8826 1.1962 3.1220
H 4.7369 0.4767 1.7908
H -3.2872 0.8974 2.8906
H -5.1573 0.4580 1.3187
H -4.6235 -0.3192 -1.0080
H -2.2284 -0.6009 -1.6299
S 0.4340 2.2578 -0.7125
C 0.3475 3.1713 0.8020
C -0.9587 3.3625 1.3615
N -2.0230 3.4766 1.8048
C 1.4191 3.7139 1.4718
S 3.0779 3.6948 1.0486
C 1.1179 4.3960 2.7227
N 0.8966 4.9478 3.7113
O -0.2256 -4.4849 -4.0589
C -0.2093 -5.0539 -2.8779
O -0.2900 -6.2561 -2.7331
C -0.1079 -4.1430 -1.6984
C -0.1831 -4.5279 -0.3782
Cl -0.3040 -6.0747 0.3265
N -0.0650 -3.4231 0.3953
N 0.0805 -2.3265 -0.3669
C 0.0655 -2.7337 -1.6196
C 0.2071 -1.6578 -2.6706
O 0.0842 -1.9904 -3.8730
O 0.4289 -0.5211 -2.2207
C -0.1857 -3.2856 1.8191
C -1.2697 -3.8392 2.4824
C -1.3949 -3.6377 3.8478
C -0.4539 -2.8727 4.5271
C 0.6191 -2.3182 3.8455
C 0.7653 -2.5338 2.4831
H -0.1488 -3.4464 -4.0079
H -2.0101 -4.3975 1.9267
H -2.2401 -4.0569 4.3790
H -0.5699 -2.6937 5.5892
H 1.3344 -1.6869 4.3570
H 1.5834 -2.1069 1.9173
*
```

The calculation puts the relative energy (zero: lowest compared OMol25 entry of this formula, charge and spin) at 0.241 eV. For the max |F|, the calculation gives 0.76 eV/A. The value obtained for the LUMO energy (spin up / spin down) is 0.1447 / 0.1447 hartree. Its HOMO energy (spin up / spin down) is -1.19 / -1.13 eV. For the frontier orbital gap (spin up / spin down), the calculation gives 5.124 / 5.069 eV. The energy comes out at -4430.42365 hartree.

---

No. 3
The following is a DFT calculation (ωB97M-V with the def2-TZVPD basis set) of a molecular structure, C23H16AsI2N2O6S2W in a non-equilibrium geometry.

The geometry in ORCA input format:
```
! RIJCOSX wB97M-V def2-TZVPD def2/J DEFGRID3
* xyz 3 1
W -1.1567 -1.4705 1.0642
I -0.6576 -0.6896 4.0430
C -1.8553 -2.3402 4.6632
I -2.4988 -3.4217 2.9332
H -2.7177 -1.9746 5.2108
H -1.2475 -3.0055 5.2675
O -0.9797 -0.3294 -2.6482
As -1.1255 -1.9760 -2.1007
O -1.9890 -2.9684 -2.9897
O -2.0729 -1.4740 -0.4837
C 0.7527 -2.4033 -1.7814
C 1.5109 -2.0874 -2.9017
C 2.8327 -2.5218 -3.0100
C 3.4147 -3.2735 -2.0070
C 2.6756 -3.5995 -0.8739
C 1.3671 -3.1594 -0.7673
S 0.4748 -3.6634 0.6491
O 0.8996 -4.8845 1.1931
O -0.9540 -3.4678 0.2132
O 0.4646 -2.5112 1.6904
H -1.5920 -0.1738 -3.3877
H 1.0771 -1.5309 -3.7228
H 3.3908 -2.2864 -3.9065
H 4.4313 -3.6284 -2.1059
H 3.1057 -4.2107 -0.0903
S -4.9487 0.9253 2.4010
C -3.6691 -0.1511 2.4157
N -2.7038 0.0281 1.5226
C -3.0261 1.1338 0.6961
C -2.3155 1.6439 -0.3926
C -2.8260 2.7405 -1.0562
C -4.0261 3.3484 -0.6717
C -4.7457 2.8553 0.3918
C -4.2319 1.7454 1.0596
H -3.6501 -0.9332 3.1546
H -1.4060 1.1867 -0.7400
H -2.2897 3.1405 -1.9067
H -4.3958 4.2037 -1.2198
H -5.6787 3.3081 0.6988
N 5.7698 5.4657 -0.6974
C 4.9689 4.6604 -0.5015
C 3.9821 3.6671 -0.2630
C 2.8944 3.5476 -1.1597
C 1.9469 2.5928 -0.9357
C 2.0650 1.7298 0.1945
C 3.1717 1.8582 1.0870
C 4.1136 2.8198 0.8615
C 1.0947 0.7732 0.4302
C 0.2090 -0.0699 0.6315
H 2.8331 4.2173 -2.0066
H 1.1040 2.4754 -1.6030
H 3.2494 1.1918 1.9350
H 4.9595 2.9472 1.5232
*
```

The calculation puts the relative energy (zero: lowest compared OMol25 entry of this formula, charge and spin) at 2.894 eV. For the max |F|, the calculation gives 2.96 eV/A. The value obtained for the LUMO energy (spin up / spin down) is -0.4608 / -0.4607 hartree. Its HOMO energy (spin up / spin down) is -17.26 / -17.26 eV. For the frontier orbital gap (spin up / spin down), the calculation gives 4.725 / 4.725 eV. The energy comes out at -5140.50828 hartree.